Run P
5 unconnected molecules or ions with the total composition C4H20N2O5. Source: the OMol25 dataset; level of theory: wB97M-V/def2-TZVPD.

ORCA input file:
```
! wB97M-V def2-TZVPD RIJCOSX def2/J DEFGRID3
* xyz 0 1
N -0.86 2.31 -0.72
C -0.82 1.23 0.26
C -1.99 0.25 0.28
N -1.90 -0.90 -0.60
C -1.42 -2.18 -0.09
C 0.04 -2.58 -0.42
O 1.00 -1.57 -0.20
H -1.27 2.07 -1.60
H -1.20 3.21 -0.41
H -0.72 1.66 1.24
H 0.11 0.71 0.09
H -2.20 -0.11 1.29
H -2.94 0.78 0.12
H -1.66 -0.66 -1.55
H -1.58 -2.18 0.99
H -2.05 -2.95 -0.54
H 0.25 -3.47 0.19
H 0.09 -2.81 -1.48
H 0.87 -1.16 0.67
O 0.55 -0.41 -2.94
H -0.11 -0.49 -2.24
H 1.32 -0.64 -2.40
O 2.78 1.29 1.75
H 2.95 1.99 1.11
H 2.30 0.68 1.17
O 2.36 2.65 -0.89
H 2.35 2.04 -1.63
H 1.57 3.21 -0.92
O 0.76 -0.84 2.82
H 1.49 -0.37 3.25
H -0.04 -0.76 3.36
*
```

Summary:
Gap between HOMO and LUMO = 9.137 eV

***

Run Q
6 unconnected molecules or ions with the total composition C4H20N2O5. Source: the OMol25 dataset; level of theory: wB97M-V/def2-TZVPD.

ORCA input file:
```
! wB97M-V def2-TZVPD RIJCOSX def2/J DEFGRID3
* xyz 0 1
H 1.94 -2.85 0.41
N 1.62 -1.88 0.18
C 1.00 -1.76 -0.88
N 0.57 -0.47 -1.23
C -0.45 -0.46 -2.26
C -1.85 -0.85 -1.67
C -2.58 0.46 -1.34
H 0.54 -2.52 -1.52
H 0.90 0.35 -0.69
H -0.35 -0.98 -3.16
H -0.52 0.59 -2.73
H -2.28 -1.60 -2.27
H -1.60 -1.35 -0.60
H -2.77 0.77 -2.36
H -3.55 0.23 -0.92
H -1.99 0.94 -0.65
O -1.68 0.14 2.08
H -1.38 -0.32 2.96
H -0.92 0.52 1.78
O 3.58 1.43 0.05
H 3.50 0.54 -0.38
H 2.86 1.72 0.55
O 1.53 0.39 1.91
H 2.36 0.65 2.26
H 1.56 -0.41 1.39
O -0.20 2.99 -0.08
H -0.38 3.73 -0.40
H -0.60 2.29 -0.56
O 0.19 -0.96 3.68
H 0.44 -1.30 2.80
H 0.50 -0.03 3.67
*
```

Summary:
Gap between HOMO and LUMO = 10.064 eV

***

The structure with the greatest stability is run P.

***

Run P
A single C3H8Si2 molecule. Source: the OMol25 dataset; level of theory: wB97M-V/def2-TZVPD.

ORCA input file:
```
! wB97M-V def2-TZVPD RIJCOSX def2/J DEFGRID3
* xyz 0 1
C 0.51 1.39 0.03
C -0.92 1.36 0.00
Si -1.68 -0.41 0.01
Si 0.43 -1.51 0.01
C 1.31 0.18 0.08
H 1.03 2.26 -0.04
H -1.60 2.24 -0.07
H -2.52 -0.45 1.13
H -2.44 -0.74 -1.10
H 0.85 -2.38 -1.23
H 0.93 -2.48 1.17
H 1.98 0.21 -0.88
H 2.11 0.33 0.89
*
```

Summary:
Gap between HOMO and LUMO = 10.206 eV

***

Run Q
A single C3H8Si2 molecule. Source: the OMol25 dataset; level of theory: wB97M-V/def2-TZVPD.

ORCA input file:
```
! wB97M-V def2-TZVPD RIJCOSX def2/J DEFGRID3
* xyz 0 1
C -0.20 0.43 0.45
C -1.16 -0.12 -0.29
C 1.18 0.74 0.10
Si -2.91 -0.34 0.15
Si 2.64 -0.61 0.04
H -0.40 0.63 1.50
H -1.13 -0.28 -1.33
H 1.27 1.41 -0.81
H 1.46 1.39 0.97
H -3.31 -1.48 -0.70
H -3.25 0.04 1.50
H 2.12 -1.79 -0.79
H 3.68 -0.02 -0.80
*
```

Summary:
Gap between HOMO and LUMO (spin up / spin down) = 5.656 / 7.858 eV

***

The structure with the greatest stability is run P.

***

Run P
2 unconnected molecules or ions with the total composition C2H6OS. Source: the OMol25 dataset; level of theory: wB97M-V/def2-TZVPD.

ORCA input file:
```
! wB97M-V def2-TZVPD RIJCOSX def2/J DEFGRID3
* xyz 0 1
C -1.42 -1.40 5.67
O -0.83 -0.56 6.25
H -1.67 -2.17 6.43
H -1.46 -1.61 4.53
C 0.42 0.82 -3.87
S 2.08 0.69 -3.15
H 0.27 1.82 -4.47
H -0.21 0.67 -3.09
H 0.28 -0.11 -4.63
H 2.56 1.85 -3.67
*
```

Summary:
Gap between HOMO and LUMO = 9.979 eV

***

Run Q
A single C2H6OS molecule. Source: the OMol25 dataset; level of theory: wB97M-V/def2-TZVPD.

ORCA input file:
```
! wB97M-V def2-TZVPD RIJCOSX def2/J DEFGRID3
* xyz 0 1
C -1.26 0.63 -0.15
C -0.17 -0.39 -0.04
S 1.46 0.58 -0.24
O 2.50 -0.68 0.05
H -1.13 1.41 0.68
H -1.18 1.15 -1.21
H -2.21 0.09 -0.13
H -0.23 -1.16 -0.85
H -0.02 -0.89 0.93
H 2.23 -0.75 0.97
*
```

Summary:
Gap between HOMO and LUMO = 9.487 eV

***

The structure with the greatest stability is run Q.

***

Run P
A single C2H6BN molecule. Source: the OMol25 dataset; level of theory: wB97M-V/def2-TZVPD.

ORCA input file:
```
! wB97M-V def2-TZVPD RIJCOSX def2/J DEFGRID3
* xyz 0 1
N -1.76 0.05 -0.01
B -0.44 -0.15 -0.02
C 0.78 0.75 -0.07
C 0.96 -0.80 0.01
H -2.14 1.00 0.22
H -2.48 -0.64 0.03
H 1.20 1.26 -0.89
H 1.04 1.13 0.85
H 1.33 -1.41 0.85
H 1.52 -1.20 -0.98
*
```

Summary:
Gap between HOMO and LUMO = 9.600 eV

***

Run Q
A single C2H6BN molecule. Source: the OMol25 dataset; level of theory: wB97M-V/def2-TZVPD.

ORCA input file:
```
! wB97M-V def2-TZVPD RIJCOSX def2/J DEFGRID3
* xyz 0 1
N -0.80 0.55 -1.50
B -0.13 0.37 -0.28
C 1.01 0.27 0.76
C -0.12 -0.74 0.78
H -0.81 1.35 -2.12
H -1.52 -0.11 -1.63
H 1.89 -0.12 0.26
H 1.40 0.86 1.61
H -0.85 -0.57 1.63
H -0.07 -1.85 0.48
*
```

Summary:
Gap between HOMO and LUMO = 9.428 eV

***

The structure with the greatest stability is run Q.

***

Run P
A molecular structure, C4H8O2S2. Source: the OMol25 dataset; level of theory: wB97M-V/def2-TZVPD.

ORCA input file:
```
! wB97M-V def2-TZVPD RIJCOSX def2/J DEFGRID3
* xyz 0 1
C -0.71 1.34 -0.39
C 0.70 1.36 0.18
C 0.52 -1.38 0.38
C -0.71 -1.36 -0.78
H -1.18 2.18 0.28
H -0.69 1.61 -1.46
H 1.43 2.05 -0.46
H 0.68 1.85 1.44
H 0.96 -2.40 0.60
H -0.04 -1.17 1.37
H -0.46 -1.18 -1.72
H -1.23 -2.38 -0.81
O -1.93 -0.22 1.34
O 2.96 -0.18 0.47
S -1.83 0.00 -0.20
S 1.52 -0.11 -0.26
*
```

Summary:
Gap between HOMO and LUMO = 9.290 eV

***

Run Q
3 unconnected molecules or ions with the total composition C4H8O2S2. Source: the OMol25 dataset; level of theory: wB97M-V/def2-TZVPD.

ORCA input file:
```
! wB97M-V def2-TZVPD RIJCOSX def2/J DEFGRID3
* xyz 0 1
C -0.31 0.29 2.79
C 2.15 -0.90 1.42
O 1.73 -1.79 2.25
O 2.47 0.25 1.75
C -0.85 -0.20 1.67
S -0.26 -1.02 -1.59
S -1.59 0.49 -2.08
C -0.94 0.97 -3.67
H 0.89 0.08 3.07
H -0.81 1.02 3.53
H 2.25 -1.19 0.33
H -0.60 -1.27 1.47
H -1.67 0.24 1.04
H -1.68 1.59 -4.13
H 0.05 1.46 -3.62
H -0.84 -0.01 -4.23
*
```

Summary:
Gap between HOMO and LUMO = 3.681 eV

***

The structure with the greatest stability is run P.

***

Run P
A molecular structure, C6H5N. Source: the OMol25 dataset; level of theory: wB97M-V/def2-TZVPD.

ORCA input file:
```
! wB97M-V def2-TZVPD RIJCOSX def2/J DEFGRID3
* xyz 0 1
C -2.00 1.74 -1.37
C 2.18 -1.60 0.31
C -1.08 1.66 -0.57
C 1.01 -1.38 0.15
C -0.25 0.95 0.35
C -0.31 -1.02 -0.03
N 0.62 1.46 1.10
H -3.02 1.86 -1.69
H 3.22 -1.79 0.49
H -0.96 -1.64 0.67
H -0.57 -1.08 -1.02
H 1.18 0.84 1.63
*
```

Summary:
Gap between HOMO and LUMO = 9.272 eV

***

Run Q
A single C6H5N molecule. Source: the OMol25 dataset; level of theory: wB97M-V/def2-TZVPD.

ORCA input file:
```
! wB97M-V def2-TZVPD RIJCOSX def2/J DEFGRID3
* xyz 0 1
C 0.72 1.39 -0.07
C 1.51 0.48 -0.57
C 1.05 -0.81 -0.83
N 0.45 -1.54 0.27
C -0.58 -0.72 -0.30
C -0.67 0.71 0.07
C -1.72 0.81 0.77
H 0.93 2.31 0.46
H 1.29 -1.37 -1.73
H 0.80 -1.21 1.17
H -1.41 -1.23 -0.77
H -2.37 1.19 1.53
*
```

Summary:
Gap between HOMO and LUMO (spin up / spin down) = 8.471 / 7.567 eV

***

The structure with the greatest stability is run P.